[1]
Density functional theory data (wB97M-V/def2-TZVPD) for 2 unconnected molecules or ions with the total composition C4H6N2O3 in a non-equilibrium geometry.

XYZ file:
```
15
C4H6N2O3, DFT wB97M-V/def2-TZVPD
O 0.7163 2.1052 2.4700
O -0.9802 -0.9865 -3.1368
O 0.6905 1.7988 -0.0116
N 0.0005 0.3504 -1.6302
N -0.6388 -1.7710 -1.0168
C -0.0388 -0.3272 0.7114
C -0.6088 -0.8013 -2.0223
C 0.2032 0.7083 -0.2698
C -0.3896 -1.5487 0.3220
H 0.5784 2.0739 3.4247
H -0.9260 -2.6943 -1.4042
H 0.2698 -0.0374 1.7044
H 1.5191 2.4495 2.2109
H -0.3808 -2.4568 0.9643
H -0.0149 1.1369 -2.3160
```

Computed properties:
**Molar mass**: 130.10 g/mol
**Energy above the lowest of the compared OMol25 structures with the same formula, charge and spin**: 10.2 kcal per mole
**LUMO level**: 0.62 eV
**F_max**: 4.07 eV/Å
**Calculated total energy**: -491.2846 hartree
**Kohn-Sham gap**: 0.365 Ha

[2]
Density functional theory data (wB97M-V/def2-TZVPD) for 2 unconnected molecules or ions with the total composition C4H6N2O3 in a non-equilibrium geometry.

XYZ file:
```
15
C4H6N2O3, DFT wB97M-V/def2-TZVPD
O -1.9606 1.8574 0.1779
O 1.8988 -0.3475 -0.9343
O 0.2887 -1.6727 -3.2178
N -1.0638 0.3857 1.6946
N -0.0646 0.6439 -0.3445
C -1.0980 1.0544 0.4841
C 1.0300 -0.1688 -0.0804
C -0.0760 -0.4875 2.0677
C 0.9822 -0.8226 1.2545
H -0.0645 1.0542 -1.2775
H 0.1042 -0.8322 -2.8658
H -1.7279 0.6640 2.3800
H -0.1531 -0.8855 3.0795
H 1.1560 -1.8309 -2.8449
H 1.7385 -1.5269 1.5158
```

Computed properties:
**Molar mass**: 130.10 g/mol
**Energy above the lowest of the compared OMol25 structures with the same formula, charge and spin**: 0.0 kcal per mole
**LUMO level**: 0.31 eV
**F_max**: 2.41 eV/Å
**Calculated total energy**: -491.3009 hartree
**Kohn-Sham gap**: 0.372 Ha

[3]
Density functional theory data (wB97M-V/def2-TZVPD) for C4H6N2OS in the gas phase in a non-equilibrium geometry.

XYZ file:
```
14
C4H6N2OS, DFT wB97M-V/def2-TZVPD
S -2.3955 0.0635 -0.2991
O 0.2397 1.2702 -0.7561
N 2.5461 -0.7217 0.0212
N -0.7008 -1.9243 0.1921
C 0.2497 -0.0098 -0.9938
C -0.9796 -0.7870 -0.4024
C 0.1075 1.7271 0.5861
C 1.5598 -0.5325 -0.5676
H -1.1449 1.8369 0.9212
H 0.8776 2.7535 0.4974
H 0.2564 -0.2207 -2.1335
H 0.5926 0.9117 1.4989
H -1.4666 -2.3838 0.7537
H 0.2582 -1.9830 0.6820
```

Computed properties:
**Molar mass**: 130.17 g/mol
**Energy above the lowest of the compared OMol25 structures with the same formula, charge and spin**: 108.6 kcal per mole
**LUMO level**: -0.07 eV
**F_max**: 4.94 eV/Å
**Calculated total energy**: -738.8316 hartree
**Kohn-Sham gap**: 0.327 Ha

[4]
Density functional theory data (wB97M-V/def2-TZVPD) for C4H6N2OS in the gas phase in a non-equilibrium geometry.

XYZ file:
```
14
C4H6N2OS, DFT wB97M-V/def2-TZVPD
S 0.3084 1.5765 1.7837
O -2.3011 0.8525 -1.4186
N 0.5949 0.3922 0.5255
N 1.7586 -2.1949 -0.2142
C -1.5004 0.9201 -0.5485
C 0.7136 -2.1691 -0.9655
C -0.3379 0.0652 -0.3313
C -0.0871 -1.0701 -1.2794
H -1.5524 1.6585 0.4133
H 2.2355 -1.5142 0.4188
H -0.8335 -1.1474 -1.9927
H 2.3025 -3.0993 -0.2626
H 0.5691 -3.1915 -1.4802
H 1.5492 1.3923 2.2820
```

Computed properties:
**Molar mass**: 130.17 g/mol
**Energy above the lowest of the compared OMol25 structures with the same formula, charge and spin**: 85.8 kcal per mole
**LUMO level**: -0.17 eV
**F_max**: 6.31 eV/Å
**Calculated total energy**: -738.8679 hartree
**Kohn-Sham gap**: 0.280 Ha

[5]
Density functional theory data (wB97M-V/def2-TZVPD) for a molecular structure, C4H6N2OS in a non-equilibrium geometry.

XYZ file:
```
14
C4H6N2OS, DFT wB97M-V/def2-TZVPD
S -2.1095 -2.2236 -0.1928
O 1.3092 1.6505 0.4873
N -2.5180 0.3285 -0.8197
N -0.0443 1.2439 0.3327
C -0.1023 -0.0036 0.1911
C 1.2464 -0.6796 0.0336
C 2.0483 0.4208 0.5765
C -1.8760 -0.6698 -0.3485
H 1.1730 -0.7031 -1.0148
H 1.3076 -1.7041 0.4225
H 2.2861 0.2746 1.5989
H -2.2495 1.2483 -0.4318
H 3.0732 0.5919 0.0118
H -3.5442 0.2255 -0.8468
```

Computed properties:
**Molar mass**: 130.17 g/mol
**Energy above the lowest of the compared OMol25 structures with the same formula, charge and spin**: 113.3 kcal per mole
**LUMO level**: 0.57 eV
**F_max**: 6.26 eV/Å
**Calculated total energy**: -738.8241 hartree
**Kohn-Sham gap**: 0.341 Ha

[6]
Density functional theory data (wB97M-V/def2-TZVPD) for C4H6N2OS in the gas phase in a non-equilibrium geometry.

XYZ file:
```
14
C4H6N2OS, DFT wB97M-V/def2-TZVPD
S 2.3887 1.0085 -0.7416
O -2.1020 0.2019 -2.5503
N -0.5430 -0.5704 -0.9268
N 0.3310 0.6372 0.9013
C 1.3927 1.3542 0.4398
C -1.1988 0.5101 -1.6182
C 0.1081 -1.7143 1.1870
C -0.0144 -0.6346 0.4346
H 0.5233 -1.6886 2.0866
H -0.7528 1.5453 -1.4237
H -0.7376 -1.4546 -1.3499
H -0.4507 -2.6110 0.8726
H -0.3010 1.0158 1.7332
H 1.3566 2.4005 0.9554
```

Computed properties:
**Molar mass**: 130.17 g/mol
**Energy above the lowest of the compared OMol25 structures with the same formula, charge and spin**: 75.8 kcal per mole
**LUMO level**: 0.09 eV
**F_max**: 7.44 eV/Å
**Calculated total energy**: -738.8839 hartree
**Kohn-Sham gap**: 0.329 Ha

[7]
Density functional theory data (wB97M-V/def2-TZVPD) for C4H6N2OS in the gas phase in a non-equilibrium geometry.

XYZ file:
```
14
C4H6N2OS, DFT wB97M-V/def2-TZVPD
S 0.7743 -1.7554 2.0237
O -1.6444 1.2950 -0.3116
N 0.6725 0.0654 0.1922
N -1.2642 -1.0558 0.4887
C 0.0651 -0.8035 0.8468
C -0.7912 0.7745 -1.1927
C 2.0082 0.5066 0.1405
C -1.6895 -0.2343 -0.5211
H 2.7567 -0.3174 0.5347
H -1.8671 -1.3739 1.3087
H -0.6049 1.0705 -2.2152
H 2.0941 1.5021 0.6898
H -2.6940 -0.5569 -1.0473
H 2.1844 0.8830 -0.9371
```

Computed properties:
**Molar mass**: 130.17 g/mol
**Energy above the lowest of the compared OMol25 structures with the same formula, charge and spin**: 126.1 kcal per mole
**LUMO level (alpha / beta)**: -0.49 / -0.49 eV
**F_max**: 5.98 eV/Å
**Calculated total energy**: -738.8038 hartree
**Kohn-Sham gap (alpha / beta)**: 0.268 / 0.268 Ha

[8]
Density functional theory data (wB97M-V/def2-TZVPD) for C4H6N2S in the gas phase in a non-equilibrium geometry.

XYZ file:
```
13
C4H6N2S, DFT wB97M-V/def2-TZVPD
S -2.0871 -0.0445 0.0080
N 0.1737 -1.4071 -0.1225
N 0.6261 1.9252 -0.4226
C 0.6446 0.7750 0.4265
C 1.5256 -1.3194 -0.0794
C -0.4472 -0.2135 0.0874
C 1.8721 -0.0452 0.1011
H 2.8721 0.3331 0.0601
H 1.3838 2.6139 -0.1721
H 2.1252 -2.1673 -0.3059
H -0.4407 -2.1946 -0.4139
H -0.2883 2.3602 -0.2643
H 0.5729 0.9581 1.5703
```

Computed properties:
**Molar mass**: 114.17 g/mol
**Energy above the lowest of the compared OMol25 structures with the same formula, charge and spin**: 26.1 kcal per mole
**LUMO level**: 0.26 eV
**F_max**: 3.58 eV/Å
**Calculated total energy**: -663.6869 hartree
**Kohn-Sham gap**: 0.312 Ha

[9]
Density functional theory data (wB97M-V/def2-TZVPD) for C4H6N2S in the gas phase in a non-equilibrium geometry.

XYZ file:
```
13
C4H6N2S, DFT wB97M-V/def2-TZVPD
S -1.9947 -0.2197 -0.0753
N 1.7211 -1.2588 0.0305
N -0.3115 -0.2701 -0.0384
C 1.9290 0.1907 -0.0084
C 0.2221 2.1262 0.0112
C 0.5594 0.8441 -0.0143
C 0.4593 -1.4264 0.0081
H -2.1944 -0.0794 1.2621
H -0.7889 2.4247 -0.0077
H 2.5285 0.4533 -0.8976
H -0.0409 -2.3793 0.0090
H 2.5287 0.4844 0.8970
H 0.9955 2.9055 0.0181
```

Computed properties:
**Molar mass**: 114.17 g/mol
**Energy above the lowest of the compared OMol25 structures with the same formula, charge and spin**: 34.8 kcal per mole
**LUMO level**: 0.65 eV
**F_max**: 1.25 eV/Å
**Calculated total energy**: -663.6730 hartree
**Kohn-Sham gap**: 0.332 Ha

[10]
Density functional theory data (wB97M-V/def2-TZVPD) for C4H6N2S in the gas phase in a non-equilibrium geometry.

XYZ file:
```
13
C4H6N2S, DFT wB97M-V/def2-TZVPD
S -0.0059 0.9659 -2.1327
N -0.4696 -0.6348 1.4006
N -0.2966 -0.0473 -0.7694
C 1.2908 0.9546 0.8491
C 0.1328 0.1331 0.5448
C -1.3464 -0.9202 -0.6233
C -1.4097 -1.2886 0.6804
H -2.0943 -1.9519 1.0419
H 1.1447 2.0641 0.9379
H 1.6225 0.8406 1.9505
H 2.2386 0.7295 0.2581
H -1.9421 -1.0873 -1.4254
H 1.1352 0.2422 -2.7126
```

Computed properties:
**Molar mass**: 114.17 g/mol
**Energy above the lowest of the compared OMol25 structures with the same formula, charge and spin**: 33.7 kcal per mole
**LUMO level**: 0.45 eV
**F_max**: 4.26 eV/Å
**Calculated total energy**: -663.6748 hartree
**Kohn-Sham gap**: 0.335 Ha

[11]
Density functional theory data (wB97M-V/def2-TZVPD) for C4H6N2S in the gas phase in a non-equilibrium geometry.

XYZ file:
```
13
C4H6N2S, DFT wB97M-V/def2-TZVPD
S -2.0175 -1.0723 -0.2695
N 1.8753 -0.3561 -0.2121
N -2.3496 0.5691 -0.0327
C -1.3725 1.3960 0.0356
C -0.2323 -1.3102 0.2656
C 0.5486 -0.1186 -0.1020
C 0.0168 1.1000 -0.1730
H 2.1812 -1.3153 -0.3352
H -1.7039 2.4455 0.2026
H 0.6729 1.9394 -0.3904
H 2.5433 0.3890 -0.1183
H -0.2545 -1.4321 1.3431
H 0.0921 -2.2345 -0.2138
```

Computed properties:
**Molar mass**: 114.17 g/mol
**Energy above the lowest of the compared OMol25 structures with the same formula, charge and spin**: 28.4 kcal per mole
**LUMO level**: 0.75 eV
**F_max**: 2.15 eV/Å
**Calculated total energy**: -663.6832 hartree
**Kohn-Sham gap**: 0.312 Ha

[12]
Density functional theory data (wB97M-V/def2-TZVPD) for C4H6N2S in the gas phase in a non-equilibrium geometry.

XYZ file:
```
13
C4H6N2S, DFT wB97M-V/def2-TZVPD
S -2.8473 0.0027 -0.4839
N -1.7559 0.4167 0.7744
N 0.3852 -0.8987 0.4909
C -0.2883 0.2777 0.2625
C 1.7561 0.3839 -0.6507
C 0.5550 1.1337 -0.4230
C 1.5973 -0.8345 -0.0379
H -2.8132 -1.3549 -0.1691
H 0.1837 1.9163 -0.9467
H 2.3841 -1.5210 0.0759
H 0.0200 -1.6138 1.1965
H -1.7226 1.3473 1.2055
H 2.5461 0.7445 -1.2945
```

Computed properties:
**Molar mass**: 114.17 g/mol
**Energy above the lowest of the compared OMol25 structures with the same formula, charge and spin**: 46.2 kcal per mole
**LUMO level**: 0.81 eV
**F_max**: 4.65 eV/Å
**Calculated total energy**: -663.6550 hartree
**Kohn-Sham gap**: 0.331 Ha